(1)
C29H32AsCuN6Si as an isolated structure. Source: the OMol25 dataset; level of theory: the ωB97M-V functional and the def2-TZVPD basis.

Calculated values
HOMO energy (spin up / spin down): -9.7975 / -11.1396 eV
HOMO-LUMO gap (spin up / spin down): 6.81 / 7.06 eV
E_LUMO (spin up / spin down): -0.1097 / -0.1500 hartree
Energy relative to the best compared isomer or geometry (same formula, charge and spin): 0.0 kJ/mol

```
! RIJCOSX wB97M-V def2-TZVPD def2/J DEFGRID3
* xyz 1 2
Cu 0.2551 -0.1810 -0.4756
N -0.4971 2.5546 1.3641
C 0.0998 2.8773 0.2066
N 0.4049 4.1518 -0.0028
C 1.0042 4.4061 -1.1653
N 1.3657 5.6658 -1.4205
N 1.2806 3.4873 -2.1226
C 0.9553 2.2633 -1.7984
N 0.3910 1.8688 -0.6516
C 1.2271 1.1834 -2.8032
C 1.6301 1.4860 -4.0876
C 1.8240 0.4434 -4.9813
C 1.6155 -0.8572 -4.5582
C 1.2221 -1.0760 -3.2481
N 1.0314 -0.0745 -2.3849
H -0.8268 3.3096 1.9407
H -0.9409 1.6556 1.4388
H 1.1481 6.3836 -0.7526
H 1.7837 5.8948 -2.3038
H 1.7808 2.5201 -4.3633
H 2.1324 0.6462 -5.9992
H 1.7537 -1.6952 -5.2277
H 1.0483 -2.0756 -2.8707
C 2.8648 -2.5321 0.9830
As 1.3765 -1.3207 1.2448
C 0.3333 -2.3509 2.5047
C 2.2506 0.0690 2.3301
C 2.6893 -0.3962 3.6892
C 1.7925 -0.4191 4.7578
C 2.1860 -0.8798 6.0052
C 3.4865 -1.3291 6.2033
C 4.3893 -1.3051 5.1506
C 3.9927 -0.8393 3.9026
H 3.3270 -2.7211 1.9503
H 3.5926 -2.0902 0.3068
H 2.5068 -3.4683 0.5618
H 0.9569 -2.6615 3.3399
H -0.0479 -3.2261 1.9800
H -0.5095 -1.7678 2.8697
H 1.5706 0.9187 2.3877
H 3.1069 0.3719 1.7270
H 0.7773 -0.0654 4.6098
H 1.4798 -0.8848 6.8266
H 3.7954 -1.6882 7.1769
H 5.4077 -1.6425 5.3014
H 4.7067 -0.8135 3.0857
C -3.0335 -4.1844 -3.0394
C -2.5759 -2.9728 -3.5448
C -2.2685 -1.9342 -2.6784
C -2.4229 -2.0835 -1.2949
C -2.8756 -3.3124 -0.8025
C -3.1828 -4.3544 -1.6700
Si -2.0405 -0.6843 -0.1310
C -3.0163 0.8668 -0.4670
C -2.7792 1.6458 -1.6062
C -3.5222 2.7904 -1.8553
C -4.5109 3.1817 -0.9596
C -4.7563 2.4264 0.1785
C -4.0125 1.2774 0.4243
H -3.2771 -4.9949 -3.7150
H -2.4657 -2.8386 -4.6144
H -1.9189 -0.9900 -3.0874
H -2.9998 -3.4552 0.2663
H -3.5429 -5.2970 -1.2763
H -2.3498 -1.1164 1.2584
H -2.0015 1.3567 -2.3083
H -3.3322 3.3790 -2.7447
H -5.0919 4.0750 -1.1514
H -5.5292 2.7290 0.8742
H -4.2146 0.6939 1.3173
*
```


(2)
A 9-piece molecular cluster, C22H65BF4N5O8 overall. Source: the OMol25 dataset; level of theory: the ωB97M-V functional and the def2-TZVPD basis.

Calculated values
HOMO energy: -5.8150 eV
HOMO-LUMO gap: 8.40 eV
E_LUMO: 0.0951 hartree

```
! RIJCOSX wB97M-V def2-TZVPD def2/J DEFGRID3
* xyz -1 1
B 0.3224 0.1171 -0.3121
F -0.1469 1.0959 0.5305
F -0.2775 0.2426 -1.5087
F 1.6675 0.2950 -0.4404
F 0.0877 -1.0535 0.2864
C -5.0583 1.3021 -2.4995
C -4.0452 0.4434 -1.7223
O -4.5206 -0.8048 -1.2974
H -5.7279 0.8914 -3.2552
H -4.5230 2.0933 -3.0245
H -5.7406 1.7488 -1.7762
H -3.6728 1.0662 -0.9089
H -3.1389 0.3046 -2.3118
H -5.0967 -0.7214 -0.5340
O 1.7614 1.3506 -3.4252
H 1.2409 1.1859 -2.6389
H 2.6336 1.0211 -3.2089
O -1.9532 -2.1990 -2.0257
H -1.1323 -1.8865 -1.6454
H -2.5681 -1.4771 -1.8955
C -1.8506 -0.9061 3.1288
C -0.6018 -1.6608 3.8410
C -1.0592 -2.9323 4.5336
O -2.0392 -2.6715 5.5470
C -2.5910 -3.8828 6.0264
N 0.3929 -1.8834 2.8814
H -2.3558 -1.5661 2.4235
H -1.5601 -0.0794 2.4805
H -2.5849 -0.5804 3.8655
H -0.2374 -1.0700 4.6815
H -0.2083 -3.5266 4.8668
H -1.4893 -3.5466 3.7425
H -3.5119 -3.7811 6.6006
H -1.8114 -4.4047 6.5812
H -2.8057 -4.5723 5.2100
H 0.0376 -1.5996 1.9795
H 1.0136 -1.1361 3.1578
C 3.9038 3.6934 -0.0680
C 2.4849 4.1156 0.0096
C 1.6919 3.9506 -1.2212
O 0.4296 4.7121 -1.0784
C -0.5656 4.6284 -2.0853
N 1.8772 3.2940 1.0217
H 4.3069 3.6311 0.9428
H 4.4665 4.4163 -0.6586
H 4.0401 2.7759 -0.6405
H 2.3590 5.1729 0.2424
H 1.3591 2.9452 -1.4791
H 2.2070 4.3690 -2.0858
H -0.8349 3.5814 -2.2239
H -0.2878 5.1577 -2.9968
H -1.3986 5.2420 -1.7422
H 1.9933 2.3197 0.7822
H 0.8702 3.3718 1.0151
C 1.5284 -1.9615 -2.8798
C 1.1391 -3.3961 -3.2761
C 1.1849 -3.5129 -4.7955
O 1.2146 -4.8452 -5.2445
C 0.6956 -5.1097 -6.5132
N 1.8756 -4.4717 -2.6393
H 1.7813 -1.9523 -1.8195
H 0.7532 -1.2238 -3.0871
H 2.3949 -1.5728 -3.4148
H 0.1034 -3.6210 -3.0215
H 2.0708 -2.9866 -5.1511
H 0.4554 -2.8587 -5.2730
H 0.6466 -6.1511 -6.8312
H 1.1947 -4.5189 -7.2813
H -0.3063 -4.6805 -6.5244
H 1.5118 -5.2291 -3.1997
H 2.8697 -4.3739 -2.7885
C -1.3274 3.9031 1.6187
C -2.8106 3.4500 1.7808
C -3.8591 4.1946 0.8988
O -3.6266 5.4991 1.1056
C -4.1184 6.4708 0.1810
N -2.7709 2.0485 1.6734
H -0.6524 3.6430 2.4341
H -1.1695 4.9815 1.6000
H -0.8714 3.5755 0.6844
H -3.1186 3.5552 2.8211
H -4.8925 4.0230 1.2000
H -3.8082 3.8628 -0.1382
H -3.9326 7.4267 0.6709
H -5.2056 6.4231 0.1197
H -3.4764 6.2700 -0.6767
H -2.0564 1.8595 0.9850
H -2.4453 1.6397 2.5377
C 4.5067 -2.0000 -0.2470
C 3.8569 -2.8850 0.7540
C 3.8674 -2.3073 2.2295
O 3.2021 -3.1356 3.1149
C 3.5219 -2.7789 4.4353
N 2.4539 -3.1271 0.3180
H 3.9651 -1.0550 -0.2072
H 4.3800 -2.3889 -1.2573
H 5.5615 -1.8812 0.0009
H 4.4488 -3.7984 0.8132
H 3.4656 -1.2998 2.3381
H 4.8992 -2.1133 2.5225
H 4.5480 -3.0551 4.6781
H 2.7738 -3.3588 4.9758
H 3.4595 -1.7065 4.6207
H 2.3307 -3.7713 -0.4501
H 2.0353 -2.2905 -0.0629
*
```


Number 1: F_max 0.32 eV Å⁻¹. Number 2: F_max 3.95 eV Å⁻¹.